75
Properties=species:S:1:pos:R:3:forces:R:3:lowdin_charge:R:1 method="wB97M-V/def2-TZVPD" orbital_gap_ev=8.827 total_energy_ev=-64143.292 smiles="CCO[C@@]1(CON=O)OS(=O)(=O)[C@H](C[C@H](C)Cl)C[C@@H]1CCCCN.CC(C)O.CC(C)O" lumo_ev=-0.692
C 5.306614 3.364784 -0.285532 -0.4 -0.3 -1.6 -0.09
C 4.388240 1.967873 -0.321192 2.2 1.7 1.2 -0.21
O 3.159437 2.324126 -1.047705 0.2 -3.0 0.8 -0.13
C 2.256813 1.177737 -1.226466 -1.7 1.4 -2.0 -0.40
C 1.984195 1.072617 -2.873723 0.7 1.4 0.9 -0.04
O 3.121049 0.298376 -3.432685 -0.8 1.5 1.8 -0.15
N 2.690308 -0.673304 -4.262891 -0.7 0.8 -4.6 -0.03
O 2.585238 -0.219850 -5.398130 0.2 -1.8 3.1 0.05
O 2.802556 -0.124551 -0.831249 -2.3 0.8 1.9 -0.20
S 2.118373 -0.732493 0.600784 4.0 -5.6 5.7 0.87
O 2.501293 -2.263124 0.650187 -1.6 5.5 -1.5 -0.37
O 2.686365 -0.123410 1.912966 -2.1 -0.4 -5.1 -0.35
C 0.251036 -0.666362 0.698075 -2.6 1.2 -1.5 -0.31
C -0.510609 -2.108875 0.541339 0.7 -0.5 -0.4 -0.18
C -2.134537 -2.066905 0.766866 -0.2 -1.7 -1.2 -0.64
C -3.018776 -1.803283 -0.588459 -1.3 0.6 0.3 -0.14
Cl -2.720179 -0.863992 2.050402 0.7 -0.7 -0.6 0.55
C -0.278556 0.315033 -0.542616 1.2 0.6 1.7 -0.12
C 0.816373 1.577453 -0.560410 -1.0 0.4 -0.6 -0.20
C 0.110273 2.774656 -1.445640 -0.1 0.6 -0.1 -0.17
C -1.058242 3.603180 -0.586426 0.0 -0.2 -1.6 -0.18
C -2.542518 3.197901 -1.233967 0.3 1.3 0.1 -0.21
C -3.789680 3.996437 -0.464264 0.4 -1.4 -1.3 -0.26
N -4.809337 2.897804 -0.117433 1.6 -0.1 -0.1 -0.08
H 4.676813 4.311835 0.009063 1.2 -2.0 -0.3 0.08
H 5.624799 3.534143 -1.422654 -0.5 -0.2 2.5 0.09
H 6.273646 3.257026 0.369454 -2.1 0.1 -1.2 0.09
H 5.067562 1.173785 -0.875815 -1.8 1.4 1.2 0.15
H 4.180543 1.708222 0.806249 0.1 0.0 -2.4 0.13
H 0.931794 0.623912 -3.119668 2.3 0.7 0.3 0.13
H 2.125895 2.182499 -3.285889 -0.6 -2.6 0.8 0.16
H -0.015732 -0.077560 1.692524 1.0 -1.5 -2.0 0.14
H -0.038409 -2.940582 1.226703 -0.9 1.9 -1.3 0.13
H -0.339334 -2.450436 -0.589570 -0.4 0.6 2.5 0.14
H -2.442803 -3.150077 1.162781 0.7 2.6 -0.7 0.13
H -3.479097 -2.815461 -1.020173 1.4 2.2 0.9 0.11
H -3.960601 -1.153143 -0.249912 2.0 -1.5 -0.8 0.07
H -2.478372 -1.168649 -1.417473 -0.9 -1.5 1.7 0.07
H -0.325902 -0.257779 -1.568726 0.1 1.2 2.1 0.13
H -1.331576 0.726086 -0.190954 2.2 -0.9 -1.0 0.11
H 1.003419 2.002474 0.527270 -0.4 -1.0 -2.1 0.17
H 0.923775 3.527157 -1.860214 -1.6 -1.6 1.1 0.13
H -0.464750 2.345312 -2.395014 1.4 0.7 2.0 0.12
H -0.882274 4.753986 -0.796048 -0.4 -2.4 0.6 0.12
H -0.993703 3.404950 0.566683 -0.2 0.3 -2.2 0.12
H -2.600749 3.507313 -2.385213 0.5 -0.7 2.4 0.12
H -2.756160 2.047957 -1.195739 0.6 2.1 0.1 0.08
H -3.406119 4.582916 0.478307 -1.0 -1.2 -1.9 0.12
H -4.297356 4.669021 -1.279651 1.0 -0.9 2.0 0.11
H -4.921084 2.355454 -1.018285 0.0 0.8 1.4 0.07
H -4.283941 2.227824 0.521293 -1.0 1.0 -1.0 0.06
C 6.155068 -3.197764 -1.266987 0.1 0.0 -0.3 -0.06
C 6.834131 -3.191296 0.093300 -0.7 0.1 0.0 -0.50
C 6.025390 -3.967694 1.120262 0.1 -0.2 0.3 -0.06
O 6.991979 -1.845668 0.535879 0.1 0.3 0.0 -0.06
H 5.168277 -2.724186 -1.214583 0.0 -0.1 0.1 0.07
H 6.742074 -2.624968 -1.992848 0.0 -0.1 0.1 0.08
H 6.033150 -4.218566 -1.642432 0.0 0.1 0.0 0.08
H 7.835312 -3.627439 0.007072 0.0 0.3 0.1 0.14
H 5.034059 -3.521399 1.257239 0.0 0.0 -0.2 0.07
H 6.519900 -3.944110 2.097285 0.0 0.0 -0.2 0.08
H 5.899679 -5.011574 0.816340 0.0 0.1 0.0 0.08
H 6.107972 -1.450343 0.615323 0.3 -0.3 0.0 0.09
C -7.026239 -0.080837 3.070491 -0.2 0.3 -0.1 -0.06
C -7.217360 -1.446976 2.431204 0.5 0.1 0.5 -0.50
C -7.047838 -2.563773 3.448816 -0.2 -0.3 0.0 -0.07
O -6.266367 -1.614990 1.382925 0.2 -0.1 -0.3 -0.08
H -6.017928 0.018905 3.487793 -0.1 -0.1 0.1 0.08
H -7.138912 0.712549 2.323908 -0.1 -0.1 0.1 0.08
H -7.753686 0.085551 3.871113 0.1 0.0 -0.1 0.08
H -8.214535 -1.506845 1.981675 0.2 0.0 -0.1 0.14
H -6.040333 -2.551999 3.879484 -0.1 0.2 0.0 0.08
H -7.175924 -3.541527 2.972096 -0.1 0.2 0.0 0.08
H -7.776001 -2.471783 4.260711 0.1 0.0 -0.1 0.08
H -5.377883 -1.563283 1.772776 -0.3 0.0 -0.1 0.03


71
Properties=species:S:1:pos:R:3:forces:R:3:mulliken_spin:R:1 method="wB97M-V/def2-TZVPD" orbital_gap_ev="6.646 / 4.486" total_energy_ev=-131277.324 multiplicity=5 lumo_ev="-8.232 / -12.777" total_charge=+3 de_lowest_kcal_mol=17.6
Ir -0.156297 -0.474750 -0.437192 0.3 0.0 2.1 1.77
P 0.113671 1.380182 0.852765 0.2 1.2 0.9 0.10
P -2.325527 -0.208721 -0.958923 -2.1 -0.3 -1.0 0.22
P 1.997825 -0.786903 -1.044335 1.7 -0.8 -1.0 0.20
H -1.460430 -2.661169 -3.573193 0.9 0.0 0.5 0.00
C -0.783023 -3.324606 -3.009233 0.2 -0.6 0.3 0.01
C -0.548393 -3.275116 -1.683284 -0.3 -0.6 -0.9 0.12
H -0.753839 -2.357213 -1.078807 -0.6 -1.2 -0.7 -0.04
C 0.292532 2.998715 0.001023 0.0 0.1 0.0 0.08
C -1.229362 1.733286 2.055726 0.2 0.3 0.2 0.03
C 1.614464 1.347687 1.908831 -0.1 0.3 0.3 0.02
C -3.054376 -1.278886 -2.240670 0.0 0.0 0.1 0.02
C -3.279335 -0.670283 0.536118 -0.2 0.3 0.0 0.04
C -2.863274 1.451546 -1.480200 -0.2 0.1 0.1 0.00
C 2.259547 -2.005676 -2.368106 0.1 0.0 -0.1 0.05
C 2.920490 -1.511357 0.364494 0.3 0.1 0.1 0.04
C 2.960092 0.641205 -1.656760 0.1 0.0 0.1 0.03
H -0.350604 -4.112477 -3.647099 -0.5 0.0 0.6 0.00
H -0.133888 -4.126441 -1.108352 0.2 0.7 -0.6 0.00
H 0.273800 3.823014 0.735092 0.0 -0.3 -0.3 0.01
H -0.524308 3.139252 -0.721212 0.1 0.0 0.3 0.00
H 1.242709 3.032249 -0.548180 -0.1 0.0 0.2 -0.01
H -0.892635 2.533647 2.729074 -0.1 -0.1 -0.2 0.00
H -1.468055 0.861873 2.681592 0.1 0.4 -0.4 0.00
H -2.137790 2.086904 1.551921 0.2 -0.1 0.1 0.00
H 1.574414 2.198995 2.602600 0.1 -0.1 -0.2 0.00
H 2.523021 1.448173 1.301558 -0.3 0.0 0.1 0.00
H 1.670353 0.428981 2.510603 0.0 0.4 -0.4 0.00
H -4.148396 -1.290234 -2.170914 0.2 0.2 0.0 0.01
H -2.688137 -2.296729 -2.094137 -0.3 0.2 0.0 0.00
H -2.748834 -0.935857 -3.235757 -0.1 0.0 0.2 0.00
H -4.351841 -0.581434 0.316941 0.2 0.0 0.1 0.01
H -3.008073 0.022708 1.338104 -0.2 -0.2 -0.1 0.00
H -3.054092 -1.699037 0.853043 0.0 0.3 -0.3 0.00
H -3.892649 1.410851 -1.866738 0.3 0.0 0.1 0.00
H -2.202590 1.808522 -2.280023 -0.2 -0.1 0.1 0.03
H -2.826993 2.168235 -0.654887 0.0 -0.1 -0.1 0.00
H 3.330605 -2.166308 -2.556484 -0.2 0.1 0.1 0.01
H 1.798733 -1.615451 -3.284695 0.1 -0.2 0.2 -0.03
H 1.765754 -2.948543 -2.098227 0.4 0.4 -0.2 0.00
H 3.882330 -1.880987 -0.010844 -0.1 0.1 0.1 0.01
H 2.358825 -2.348654 0.811847 0.2 0.4 -0.4 0.00
H 3.108531 -0.746811 1.128215 0.0 -0.2 -0.2 0.00
H 3.889633 0.252487 -2.104242 -0.3 0.3 0.2 0.01
H 3.206802 1.359937 -0.862573 -0.1 -0.2 -0.2 0.00
H 2.374686 1.151572 -2.435465 0.2 -0.2 0.1 0.00
C 0.138107 1.833814 -4.885318 0.0 -0.9 -1.0 0.02
C -0.005478 0.518952 -4.419242 0.0 0.1 0.5 -0.09
C 0.369985 -0.541908 -5.244255 -0.1 0.2 -0.1 0.02
C 0.828747 -0.309615 -6.546250 0.0 0.1 0.2 0.02
C 0.859290 0.996986 -7.062658 -0.3 -0.3 0.5 0.01
C 0.494340 2.054526 -6.227045 0.4 0.5 0.4 -0.06
Se 0.039467 3.325343 -3.687209 0.2 -0.6 -0.1 0.96
H 1.513857 3.339661 -3.438649 -0.3 0.3 -0.2 0.00
H -0.361843 0.296872 -3.407197 0.1 0.1 -0.2 0.07
H 0.273316 -1.547276 -4.823545 0.1 0.3 -0.4 0.00
H 1.161966 -1.147206 -7.159497 -0.2 0.2 0.1 0.00
H 1.159308 1.171792 -8.098755 -0.1 0.1 0.4 0.00
H 0.523428 3.085276 -6.562243 0.1 -0.1 -0.3 -0.01
S -0.266721 -2.096243 1.323559 -0.1 -0.1 -0.2 0.27
C -0.141606 -1.487116 2.928328 0.2 0.6 1.8 0.03
N 0.998610 -1.388818 3.641721 -0.6 -0.8 -1.1 0.02
C 0.742530 -1.063318 5.043132 0.8 0.2 0.6 0.00
C -0.773603 -0.921041 5.098354 -0.6 0.2 0.7 0.00
N -1.179899 -1.093653 3.701777 0.4 -0.9 -1.1 0.02
H 1.855894 -1.823542 3.301103 -0.4 0.2 0.2 0.00
H 1.238534 -0.124714 5.319954 0.0 -0.2 -0.2 0.00
H 1.134171 -1.844937 5.704797 -0.2 0.1 -0.2 0.00
H -1.065578 0.063657 5.479405 0.0 -0.2 -0.2 0.00
H -1.243602 -1.674671 5.739333 0.1 0.1 -0.2 0.00
H -2.125097 -1.362396 3.427982 0.4 0.2 0.2 0.00